[1]
{
  "formula": "CH4NO2",
  "method": "the ωB97M-V functional and the def2-TZVPD basis",
  "symbols": ["C", "N", "O", "O", "H", "H", "H", "H"],
  "coordinates": [[-1.3359, -0.8927, -0.0552], [0.4016, 0.0587, -0.6894], [2.0302, 1.4757, -0.0354], [0.9405, 0.5161, 0.2484], [-1.6608, -0.8749, -1.1150], [-1.8442, -0.1728, 0.7434], [-0.9669, -1.8640, 0.1243], [2.4356, 1.7540, 0.7790]],
  "forces_ev_per_angstrom": [[0.065, 2.936, -1.005], [-1.077, -0.259, 0.672], [-0.298, -0.337, -3.142], [-0.541, -0.006, 1.579], [-0.243, 0.500, 0.860], [1.502, -1.719, -1.827], [0.634, -0.868, 1.053], [-0.041, -0.248, 1.810]],
  "nbo_charge": [-0.2067, 0.2467, -0.3678, 0.0800, 0.2399, 0.2780, 0.2281, 0.5017],
  "spin_multiplicity": 1,
  "homo_lumo_gap_ev": [9.588, 9.587],
  "energy_ev": -6671.23064,
  "homo_ev": [-16.8, -16.8],
  "e_above_lowest_kcal_mol": 199.8,
  "total_charge": 1
}

[2]
{
  "formula": "CH4NO2",
  "method": "the ωB97M-V functional and the def2-TZVPD basis",
  "symbols": ["C", "N", "O", "O", "H", "H", "H", "H"],
  "coordinates": [[-1.1928, 0.6751, -0.0007], [1.1317, -0.4325, 0.1729], [3.2681, 0.1963, 0.0914], [1.8893, 0.3053, -0.2512], [-1.3224, 1.4833, 0.7871], [-1.7297, -0.2069, 0.3519], [-1.0218, 0.8590, -1.0200], [3.8829, 0.9970, -0.0492]],
  "forces_ev_per_angstrom": [[-0.857, 0.088, 2.688], [-1.325, -1.336, 1.368], [3.846, -1.859, 1.665], [-1.403, 4.339, -2.292], [1.041, -0.711, -1.252], [0.514, -0.295, -0.536], [0.386, 0.241, -1.126], [-2.202, -0.466, -0.515]],
  "nbo_charge": [-0.0570, 0.2211, -0.4288, 0.0796, 0.2318, 0.2183, 0.2089, 0.5260],
  "spin_multiplicity": 1,
  "homo_lumo_gap_ev": [6.605, 8.460],
  "energy_ev": -6669.88316,
  "homo_ev": [-15.1, -16.0],
  "e_above_lowest_kcal_mol": 230.9,
  "total_charge": 1
}

[3]
{
  "formula": "CH4NO2",
  "method": "the ωB97M-V functional and the def2-TZVPD basis",
  "symbols": ["C", "N", "O", "O", "H", "H", "H", "H"],
  "coordinates": [[-2.1165, -0.2305, -0.0157], [-1.1007, 0.3004, 0.1053], [1.4260, 0.7257, 0.1504], [1.2132, -0.6622, 0.1279], [-0.1643, 0.8504, 0.0755], [-3.0352, -0.9290, -0.1663], [1.5118, -0.8129, -0.7881], [2.2657, 0.7580, 0.5109]],
  "forces_ev_per_angstrom": [[0.814, -0.558, -0.035], [-2.201, -0.291, -0.663], [-2.873, 0.600, -1.089], [0.425, -1.008, -0.957], [-0.684, -0.489, 0.515], [1.785, 1.682, 0.425], [-0.131, -0.757, 0.270], [2.866, 0.821, 1.533]],
  "nbo_charge": [0.4336, -0.3783, -0.4778, -0.4299, 0.5148, 0.3439, 0.4824, 0.5114],
  "spin_multiplicity": 1,
  "homo_lumo_gap_ev": 12.022,
  "energy_ev": -6674.84809,
  "homo_ev": -16.8,
  "e_above_lowest_kcal_mol": 116.4,
  "total_charge": 1
}

[4]
{
  "formula": "CH4NO2",
  "method": "the ωB97M-V functional and the def2-TZVPD basis",
  "symbols": ["C", "N", "O", "O", "H", "H", "H", "H"],
  "coordinates": [[0.7828, -0.3205, -0.1515], [-1.8685, 0.1704, 0.3838], [-3.9415, 0.0221, -0.0436], [-2.7900, -0.3350, -0.2167], [0.5034, -0.9683, -1.0729], [1.5275, 0.3903, -0.1233], [0.1365, -0.5415, 0.6864], [-2.1116, 0.8680, 1.0147]],
  "forces_ev_per_angstrom": [[-3.257, -3.177, -1.490], [4.346, -0.729, -0.376], [-2.588, 0.875, 0.585], [0.068, -1.914, -1.992], [0.884, 1.356, 1.392], [1.595, 1.737, -0.171], [0.481, -0.136, 0.445], [-1.528, 1.989, 1.608]],
  "nbo_charge": [0.2095, -0.2670, -0.1768, 0.2171, 0.2420, 0.2004, 0.2275, 0.3473],
  "spin_multiplicity": 1,
  "homo_lumo_gap_ev": [6.679, 6.670],
  "energy_ev": -6668.89859,
  "homo_ev": [-15.8, -15.8],
  "e_above_lowest_kcal_mol": 253.6,
  "total_charge": 1
}